The following is a DFT calculation (ωB97M-V/def2-TZVPD) of 2 unconnected molecules or ions with the total composition C4H12NO3P.

charge: 0
orbital gap (spin up / spin down): 8.0 / 8.0 eV
energy above the lowest of the compared OMol25 structures with the same formula, charge and spin: 3.882 eV

Each line ends with the Löwdin charge.
Cartesian coordinates (Å):
C: 2.669 -0.120 -1.402  -0.11
C: -2.759 -1.777 0.488  -0.11
C: 2.360 1.206 -0.682  -0.52
C: -1.284 -1.497 0.160  -0.28
N: -1.408 1.688 -0.267  -0.09
O: -0.518 1.413 2.456  -0.10
O: 1.923 0.952 0.570  -0.28
O: -0.817 -0.540 1.084  -0.24
P: -0.644 1.005 0.936  0.75
H: 3.693 -0.411 -1.061  0.07
H: 1.801 -0.737 -1.325  0.04
H: 2.969 0.140 -2.526  0.10
H: -3.174 -2.629 0.059  0.03
H: -3.122 -1.828 1.595  0.11
H: -3.457 -0.942 0.140  0.09
H: 1.558 1.772 -1.264  0.10
H: 3.267 1.872 -0.765  0.11
H: -1.241 -1.155 -0.973  0.15
H: -0.712 -2.534 0.291  0.16
H: -1.538 2.626 -0.050  -0.04
H: 0.434 1.495 2.538  0.07

The following is a DFT calculation (ωB97M-V/def2-TZVPD) of a molecular structure, C4H12NO5PS2.

charge: 0
orbital gap: 9.4 eV
energy above the lowest of the compared OMol25 structures with the same formula, charge and spin: 1.954 eV

Each line ends with the Löwdin charge.
Cartesian coordinates (Å):
C: 0.013 -2.243 0.459  -0.11
C: 2.710 1.486 -0.883  -0.10
C: -2.974 1.817 -0.061  -0.13
C: 2.497 -0.202 1.446  -0.23
N: -1.570 -0.384 -1.104  -0.20
O: -0.168 0.878 0.625  -0.33
O: 3.506 -1.199 -0.664  -0.34
O: 1.010 -0.557 -1.130  -0.44
O: -4.064 -0.439 -0.522  -0.31
O: -2.414 -0.613 1.213  -0.34
P: -0.219 -0.429 -0.106  0.45
S: 2.572 -0.203 -0.213  0.80
S: -2.780 0.006 -0.059  0.55
H: -0.803 -2.386 1.123  0.01
H: 0.007 -3.027 -0.304  0.06
H: 1.051 -2.382 0.984  0.08
H: 3.279 2.162 -0.180  0.11
H: 3.101 1.595 -1.811  0.03
H: 1.680 1.725 -0.899  0.03
H: -3.858 2.053 0.571  0.08
H: -2.076 2.376 0.492  0.11
H: -3.021 2.009 -1.146  0.07
H: 2.536 -1.143 1.979  0.03
H: 1.687 0.350 1.855  0.00
H: -1.703 -1.250 -1.665  0.13

The following is a DFT calculation (ωB97M-V/def2-TZVPD) of 4 unconnected molecules or ions with the total composition C4H12NO6.

charge: -1
orbital gap: 9.0 eV
energy above the lowest of the compared OMol25 structures with the same formula, charge and spin: 0.423 eV

Each line ends with the Löwdin charge.
Cartesian coordinates (Å):
C: 0.131 -1.871 1.482  -0.33
N: 0.051 -0.546 1.410  0.09
C: 0.821 -0.093 -0.978  -0.04
C: -0.171 0.193 0.155  -0.27
C: -0.185 1.717 0.510  -0.67
O: 0.901 2.216 0.905  -0.06
O: -1.259 2.293 0.282  -0.03
O: -0.029 -2.606 0.502  -0.04
H: 0.293 -2.387 2.437  0.13
H: 0.068 0.069 2.208  0.13
H: 1.551 0.718 -1.017  0.08
H: 0.298 0.019 -1.926  0.07
H: 1.375 -1.016 -0.850  0.07
H: -1.186 -0.025 -0.178  0.12
H: 1.873 1.138 2.001  -0.02
H: 2.582 2.142 2.448  0.02
O: 2.636 1.187 2.639  -0.14
H: -2.280 0.676 -2.335  0.02
H: -2.088 2.126 -1.907  0.02
O: -2.034 1.540 -2.680  -0.08
H: -1.142 -2.093 -1.039  -0.02
H: -0.713 -2.913 -2.215  0.03
O: -1.496 -2.485 -1.856  -0.09

Q: What is the charge in the first record?
A: 0

Q: What is the formula in the second record?
A: C4H12NO5PS2